[1]
C34H34N2O4P2ReTe | ωB97M-V with the def2-TZVPD basis set

The geometry in XYZ format:
```
78
C34H34N2O4P2ReTe, DFT ωB97M-V with the def2-TZVPD basis set
Re -0.790 0.661 -0.062
O -1.227 3.180 3.054
C -1.357 2.327 2.250
O -0.587 2.195 1.107
C -2.388 1.240 2.347
C -3.378 1.096 3.291
C -4.232 0.000 3.179
C -4.079 -0.915 2.136
C -3.067 -0.697 1.232
N -2.259 0.355 1.358
C -2.723 -1.508 0.017
O -3.264 -2.518 -0.272
O -1.710 -0.926 -0.718
H -3.467 1.830 4.084
H -5.021 -0.142 3.908
H -4.727 -1.774 2.017
C 1.435 2.929 -1.669
P 0.797 1.232 -1.838
C 2.263 0.223 -2.196
C -0.191 1.313 -3.363
C 0.368 1.100 -4.618
C -0.426 1.181 -5.755
C -1.775 1.491 -5.647
C -2.335 1.729 -4.401
C -1.552 1.637 -3.255
P -2.259 1.874 -1.609
C -3.949 1.232 -1.658
C -2.450 3.647 -1.297
H 1.946 3.199 -2.593
H 2.126 3.002 -0.828
H 0.613 3.620 -1.497
H 2.059 -0.477 -3.005
H 2.543 -0.348 -1.311
H 3.096 0.867 -2.477
H 1.422 0.869 -4.721
H 0.012 0.998 -6.729
H -2.393 1.541 -6.535
H -3.387 1.984 -4.332
H -4.560 1.826 -2.338
H -4.385 1.304 -0.660
H -3.951 0.193 -1.986
H -2.789 4.139 -2.209
H -1.513 4.093 -0.970
H -3.192 3.792 -0.511
Te 0.736 -0.933 1.678
C 1.445 0.689 2.872
C 1.236 0.544 4.242
C 1.745 1.492 5.128
C 2.454 2.579 4.644
C 2.657 2.727 3.276
C 2.146 1.792 2.391
C 2.691 -1.636 1.285
C 2.945 -2.960 1.619
C 4.243 -3.447 1.542
C 5.275 -2.620 1.122
C 5.013 -1.300 0.785
C 3.721 -0.798 0.881
H 0.687 -0.305 4.627
H 1.591 1.371 6.193
H 2.842 3.321 5.331
H 3.218 3.575 2.900
H 2.275 1.939 1.325
H 2.147 -3.611 1.949
H 4.447 -4.473 1.824
H 6.287 -3.000 1.071
H 5.815 -0.651 0.459
H 3.541 0.246 0.661
C -0.522 -5.458 -1.182
C -0.716 -5.350 0.184
C -0.349 -4.172 0.812
N 0.182 -3.134 0.159
C 0.363 -3.250 -1.160
C 0.033 -4.389 -1.870
H -0.804 -6.361 -1.708
H -1.142 -6.162 0.757
H -0.487 -4.044 1.882
H 0.778 -2.381 -1.664
H 0.209 -4.437 -2.937
```

Properties
Orbital gap (spin up / spin down) = 6.5 / 5.4 eV
Spin multiplicity = 2
M = 910.41 g/mol
Relative energy (zero: lowest compared OMol25 entry of this formula, charge and spin) = 30.9 kJ/mol
Expectation value of S² = 0.761
HOMO (spin up / spin down) = -13.9 / -13.7 eV
Total charge = +2

---

[2]
C34H34N2O5P2PdS | ωB97M-V with the def2-TZVPD basis set

The geometry in XYZ format:
```
79
C34H34N2O5P2PdS, DFT ωB97M-V with the def2-TZVPD basis set
Pd 1.456 1.508 -0.815
C -1.148 -0.478 1.069
N -1.164 -1.608 0.214
C -0.758 -1.466 -1.152
P -0.783 0.263 -1.975
C -1.161 -0.173 -3.683
C -0.327 -1.057 -4.378
C -0.539 -1.315 -5.720
C -1.613 -0.727 -6.373
C -2.467 0.119 -5.680
C -2.229 0.432 -4.352
C -2.195 1.254 -1.318
C -1.881 2.484 -0.733
C -2.890 3.304 -0.258
C -4.215 2.899 -0.354
C -4.527 1.668 -0.912
C -3.524 0.840 -1.389
C -1.424 -2.869 0.708
C -0.898 -4.012 0.072
C -1.174 -5.273 0.548
C -1.979 -5.444 1.669
C -2.510 -4.327 2.306
C -2.246 -3.059 1.839
P 0.539 0.427 1.141
C 0.348 1.317 2.700
C 1.435 1.422 3.569
C 1.310 2.142 4.742
C 0.111 2.764 5.057
C -0.961 2.690 4.178
C -0.844 1.979 2.999
C 1.628 -0.975 1.513
C 2.629 -1.300 0.595
C 3.429 -2.410 0.811
C 3.247 -3.182 1.950
C 2.278 -2.839 2.881
C 1.458 -1.747 2.663
H -1.378 -0.780 2.094
H -1.870 0.275 0.727
H -1.314 -2.167 -1.782
H 0.319 -1.683 -1.255
H 0.514 -1.508 -3.873
H 0.138 -1.964 -6.258
H -1.775 -0.917 -7.423
H -3.320 0.553 -6.179
H -2.859 1.154 -3.853
H -0.835 2.807 -0.675
H -2.645 4.261 0.180
H -5.002 3.542 0.005
H -5.557 1.354 -0.982
H -3.775 -0.114 -1.827
H -0.237 -3.905 -0.771
H -0.765 -6.134 0.046
H -2.203 -6.434 2.032
H -3.163 -4.451 3.155
H -2.730 -2.220 2.315
H 2.372 0.947 3.321
H 2.146 2.215 5.419
H 0.009 3.302 5.986
H -1.889 3.184 4.417
H -1.678 1.944 2.311
H 2.771 -0.670 -0.292
H 4.191 -2.676 0.094
H 3.871 -4.046 2.117
H 2.166 -3.422 3.781
H 0.707 -1.479 3.393
C 4.468 4.092 1.352
C 3.834 3.010 0.528
N 4.588 2.402 -0.375
O 2.639 2.693 0.711
H 5.408 3.762 1.793
H 3.790 4.417 2.136
H 4.672 4.944 0.704
H 5.542 2.694 -0.526
H 4.156 1.843 -1.121
O 0.534 2.048 -2.727
S 1.695 1.202 -3.214
O 1.709 0.985 -4.606
O 1.452 -0.090 -2.413
O 2.894 1.779 -2.597
```

Properties
Orbital gap (spin up / spin down) = 4.0 / 4.0 eV
M = 751.09 g/mol
Relative energy (zero: lowest compared OMol25 entry of this formula, charge and spin) = 521.2 kJ/mol
HOMO (spin up / spin down) = -12.9 / -12.9 eV
Total charge = +2

---

[3]
C34H34N3O | ωB97M-V with the def2-TZVPD basis set

The geometry in XYZ format:
```
72
C34H34N3O, DFT ωB97M-V with the def2-TZVPD basis set
C -4.796 -0.618 0.723
N -3.607 -0.723 -0.087
C -3.628 -1.175 -1.382
O -4.626 -1.545 -1.991
C -2.202 -1.090 -1.918
C -2.113 -0.091 -3.068
C -2.591 1.283 -2.655
C -3.948 1.601 -2.775
C -4.429 2.841 -2.357
C -3.539 3.783 -1.826
C -2.174 3.487 -1.730
C -1.697 2.252 -2.183
N -1.444 -0.675 -0.737
C -0.112 -0.492 -0.732
C 0.551 0.048 0.359
C 1.919 -0.099 0.548
C 2.621 0.270 1.748
C 3.950 -0.176 1.987
C 4.651 0.223 3.120
C 4.052 1.082 4.057
C 2.739 1.528 3.847
C 2.028 1.121 2.720
C -2.296 -0.388 0.439
C -1.915 -1.178 1.656
C -1.874 -2.522 1.631
C -1.397 -3.361 2.720
C -1.424 -4.765 2.558
C -1.002 -5.608 3.579
C -0.531 -5.061 4.784
C -0.480 -3.670 4.956
C -0.899 -2.819 3.930
H -5.659 -0.941 0.140
H -4.689 -1.245 1.613
H -4.942 0.420 1.045
H -1.885 -2.104 -2.216
H -1.076 -0.057 -3.420
H -2.771 -0.477 -3.859
H -4.629 0.863 -3.206
H -5.496 3.064 -2.445
H -3.913 4.748 -1.490
H -1.478 4.218 -1.310
H -0.625 2.039 -2.175
H 0.436 -0.829 -1.617
H -0.054 0.591 1.094
H 2.494 -0.517 -0.281
H 4.419 -0.835 1.257
H 5.674 -0.123 3.286
H 4.608 1.407 4.939
H 2.275 2.205 4.566
H 1.019 1.495 2.556
H -2.258 0.687 0.690
H -1.650 -0.602 2.544
H -2.212 -3.046 0.728
H -1.787 -5.168 1.610
H -1.040 -6.689 3.440
H -0.205 -5.721 5.585
H -0.115 -3.246 5.892
H -0.847 -1.736 4.051
C 4.546 3.988 -2.784
C 4.151 2.551 -2.992
C 4.303 1.963 -4.248
C 3.943 0.632 -4.430
C 3.428 -0.077 -3.332
N 3.260 0.491 -2.139
C 3.621 1.758 -1.951
H 4.404 4.298 -1.741
H 5.602 4.148 -3.052
H 3.953 4.657 -3.426
H 4.704 2.547 -5.075
H 4.048 0.130 -5.388
H 3.153 -1.126 -3.438
H 3.499 2.174 -0.944
```

Properties
Orbital gap = 6.7 eV
M = 500.67 g/mol
Relative energy (zero: lowest compared OMol25 entry of this formula, charge and spin) = 0.0 kJ/mol
HOMO = -11.1 eV
Total charge = +1

---

[4]
C34H34N5O2RuS2 | ωB97M-V with the def2-TZVPD basis set

The geometry in XYZ format:
```
78
C34H34N5O2RuS2, DFT ωB97M-V with the def2-TZVPD basis set
Ru -0.147 -1.486 -0.401
C 2.308 -2.650 -2.642
C 2.268 -1.499 -1.698
N 1.291 -0.614 -1.697
N 1.672 0.633 -1.351
C 1.088 1.365 -0.464
S -0.126 0.850 0.641
S 1.670 3.031 -0.374
C 1.896 3.189 1.452
C 2.986 4.185 1.708
C 2.693 5.437 2.236
C 3.706 6.362 2.450
C 5.016 6.043 2.131
C 5.316 4.794 1.603
C 4.306 3.870 1.393
C 3.334 -1.258 -0.733
C 4.685 -1.173 -1.026
C 5.592 -0.846 -0.032
C 5.164 -0.667 1.295
C 3.842 -0.792 1.629
C 2.876 -1.104 0.632
O 1.655 -1.307 0.949
H 2.581 -2.286 -3.637
H 1.334 -3.129 -2.730
H 3.049 -3.378 -2.322
H 2.167 2.196 1.812
H 0.951 3.496 1.892
H 1.668 5.688 2.481
H 3.469 7.335 2.859
H 5.804 6.767 2.289
H 6.338 4.546 1.346
H 4.534 2.898 0.970
H 5.019 -1.296 -2.049
H 6.636 -0.712 -0.279
H 5.887 -0.428 2.064
H 3.500 -0.696 2.651
C -1.156 -2.588 5.136
C -0.586 -1.560 4.404
C -0.634 -1.572 3.020
C -1.265 -2.616 2.350
C -1.846 -3.653 3.095
C -1.784 -3.635 4.473
N -1.306 -2.633 0.924
N -1.984 -3.564 0.414
C -1.957 -3.628 -0.958
C -2.712 -4.602 -1.615
C -2.700 -4.641 -2.994
C -1.942 -3.713 -3.706
C -1.176 -2.756 -3.050
C -1.156 -2.707 -1.665
H -1.114 -2.576 6.217
H -0.098 -0.738 4.911
H -0.172 -0.769 2.470
H -2.342 -4.457 2.576
H -2.226 -4.447 5.036
H -3.289 -5.303 -1.025
H -3.286 -5.378 -3.526
H -1.954 -3.732 -4.788
H -0.611 -2.029 -3.622
O -1.581 0.007 -1.882
C -2.527 0.776 -1.648
C -2.851 1.903 -2.599
C -4.290 1.902 -3.180
C -5.278 0.953 -2.499
C -5.624 1.345 -1.064
C -4.373 1.565 -0.199
N -3.283 0.667 -0.548
H -2.123 1.848 -3.404
H -2.659 2.832 -2.054
H -4.234 1.618 -4.230
H -4.690 2.917 -3.146
H -4.869 -0.061 -2.512
H -6.199 0.931 -3.083
H -6.248 0.561 -0.629
H -6.206 2.269 -1.060
H -4.608 1.406 0.852
H -4.022 2.593 -0.301
H -3.064 -0.101 0.064
```

Properties
Orbital gap (spin up / spin down) = 6.9 / 5.2 eV
Spin multiplicity = 5
M = 709.88 g/mol
Expectation value of S² = 6.066
HOMO (spin up / spin down) = -10.6 / -10.7 eV
Total charge = +1

---

[5]
C34H35FKN12O2SSi | ωB97M-V with the def2-TZVPD basis set

The geometry in XYZ format:
```
87
C34H35FKN12O2SSi, DFT ωB97M-V with the def2-TZVPD basis set
K -0.635 -1.384 1.335
C 3.319 2.392 -0.089
Si 3.956 0.832 -0.924
C 5.755 0.617 -0.385
C 4.007 1.299 -2.770
N 2.973 -0.484 -0.502
C 2.946 -1.646 -1.191
C 3.632 -1.931 -2.404
C 3.514 -3.130 -3.091
C 2.709 -4.156 -2.619
C 2.032 -3.943 -1.420
C 2.169 -2.749 -0.760
F 1.491 -2.626 0.421
H 4.029 3.211 -0.239
H 3.172 2.244 0.982
H 2.364 2.704 -0.523
H 6.369 1.478 -0.666
H 6.195 -0.276 -0.836
H 5.807 0.500 0.700
H 4.186 2.374 -2.874
H 3.056 1.068 -3.258
H 4.789 0.781 -3.329
H 4.275 -1.163 -2.818
H 4.066 -3.257 -4.016
H 2.607 -5.090 -3.154
H 1.390 -4.698 -0.981
S -5.520 0.732 -4.898
N -4.018 1.245 -4.581
C -3.539 0.465 -3.629
C -2.227 0.573 -3.022
C -1.296 1.543 -3.397
C -0.091 1.592 -2.740
C 0.143 0.684 -1.704
N -0.734 -0.235 -1.335
C -1.896 -0.313 -1.991
C -2.841 -1.377 -1.573
N -2.436 -2.221 -0.613
C -3.275 -3.154 -0.199
C -4.560 -3.323 -0.718
C -4.979 -2.474 -1.715
C -4.109 -1.479 -2.159
C -4.464 -0.533 -3.201
N -5.620 -0.487 -3.838
H -1.545 2.240 -4.187
H 0.660 2.328 -2.990
H 1.080 0.681 -1.152
H -2.915 -3.800 0.595
H -5.203 -4.101 -0.331
H -5.964 -2.552 -2.155
C -0.064 2.669 1.686
N -0.673 1.472 2.225
C -1.639 1.665 3.054
C -2.492 0.660 3.595
C -3.564 0.873 4.481
C -4.140 -0.379 4.689
C -3.381 -1.274 3.912
N -2.392 -0.662 3.251
C -0.743 3.188 0.429
C -0.129 4.204 -0.304
C -0.725 4.726 -1.441
C -1.952 4.235 -1.872
C -2.564 3.217 -1.157
C -1.964 2.694 -0.017
H 0.979 2.457 1.440
H -0.047 3.488 2.424
H -1.874 2.692 3.377
H -3.869 1.821 4.901
H -4.989 -0.618 5.313
H -3.521 -2.345 3.823
H 0.831 4.587 0.027
H -0.232 5.516 -1.994
H -2.421 4.638 -2.761
H -3.516 2.819 -1.489
H -2.446 1.895 0.532
N 2.205 0.126 2.497
N 2.587 -0.667 3.577
C 1.969 -1.776 4.015
N 2.505 -2.378 5.093
N 0.889 -2.141 3.338
N 0.239 -3.284 3.658
O 0.496 -3.955 4.664
O -0.640 -3.604 2.874
H 2.408 -0.319 1.590
H 1.227 0.405 2.581
H 3.328 -0.289 4.140
H 3.432 -2.133 5.387
H 2.061 -3.228 5.404
```

Properties
Orbital gap = 5.3 eV
M = 761.99 g/mol
Relative energy (zero: lowest compared OMol25 entry of this formula, charge and spin) = 27.5 kJ/mol
HOMO = -3.9 eV
Total charge = -1

---

[6]
C34H35N3O5 | ωB97M-V with the def2-TZVPD basis set

The geometry in XYZ format:
```
77
C34H35N3O5, DFT ωB97M-V with the def2-TZVPD basis set
C 5.131 -4.597 -0.637
O 4.559 -3.869 -1.694
C 3.674 -2.879 -1.397
C 3.062 -2.257 -2.487
C 2.125 -1.268 -2.291
C 1.772 -0.861 -1.008
C 0.702 0.191 -0.823
N 0.009 0.090 0.442
C 0.040 1.023 1.420
O -0.739 0.978 2.368
C 1.027 2.136 1.323
C 2.389 1.957 1.088
C 3.236 3.046 1.066
C 2.750 4.330 1.281
C 1.392 4.510 1.567
C 0.546 3.413 1.584
O 0.867 5.745 1.844
C 1.848 6.711 2.149
C 2.990 6.637 1.137
O 3.625 5.379 1.209
C -1.045 -0.934 0.542
C -2.295 -0.291 -0.096
O -2.526 -0.320 -1.290
N -3.042 0.355 0.815
C -4.179 1.205 0.483
C -3.752 2.404 -0.368
C -4.952 3.299 -0.657
C -6.047 2.509 -1.367
C -6.468 1.309 -0.524
C -5.269 0.411 -0.238
C -0.593 -2.257 -0.019
C -0.735 -2.596 -1.379
C -0.209 -3.755 -1.874
C 0.505 -4.634 -1.036
N 1.075 -5.732 -1.570
C 1.743 -6.531 -0.787
C 1.898 -6.329 0.597
C 1.320 -5.226 1.166
C 0.605 -4.327 0.349
C 0.030 -3.138 0.830
C 2.407 -1.459 0.068
C 3.347 -2.460 -0.114
H 5.759 -3.962 -0.002
H 4.364 -5.081 -0.023
H 5.751 -5.359 -1.105
H 3.327 -2.587 -3.478
H 1.646 -0.811 -3.144
H 1.143 1.190 -0.902
H -0.038 0.091 -1.624
H 2.795 0.972 0.928
H 4.291 2.926 0.876
H -0.497 3.566 1.812
H 1.350 7.681 2.117
H 2.247 6.534 3.157
H 3.757 7.384 1.348
H 2.589 6.795 0.127
H -1.231 -1.062 1.615
H -2.620 0.499 1.726
H -4.577 1.567 1.438
H -2.975 2.966 0.156
H -3.333 2.033 -1.305
H -5.343 3.699 0.282
H -4.640 4.143 -1.276
H -6.908 3.153 -1.556
H -5.671 2.157 -2.330
H -6.895 1.660 0.419
H -7.237 0.737 -1.047
H -5.568 -0.439 0.379
H -4.863 0.026 -1.173
H -1.278 -1.929 -2.029
H -0.306 -4.017 -2.916
H 2.192 -7.393 -1.264
H 2.461 -7.038 1.186
H 1.411 -5.025 2.225
H 0.124 -2.910 1.884
H 2.146 -1.171 1.076
H 3.802 -2.911 0.753
```

Properties
Orbital gap = 8.3 eV
M = 565.67 g/mol
Relative energy (zero: lowest compared OMol25 entry of this formula, charge and spin) = 0.0 kJ/mol
HOMO = -8.1 eV
Total charge = 0